w:
C5H12O2 | wB97M-V/def2-TZVPD

Atoms and positions in Å:
C  0.3044  -2.2443  -1.5785
C  0.3916  -0.7919  -1.4454
C  -0.7079  -0.1055  -1.0501
C  -0.6534  1.2704  -0.7659
C  0.3116  2.0500  -0.1895
H  1.0477  -2.6021  -2.1589
H  -0.5176  -2.4472  -2.1807
H  0.1329  -2.8717  -0.7072
H  1.3818  -0.3101  -1.4460
H  -1.6744  -0.6045  -0.8420
H  -1.5608  1.8336  -1.0216
H  0.1118  3.0991  0.0351
H  1.3089  1.5834  0.1093
H  1.7237  0.0593  1.5382
H  1.7925  1.4421  2.3352
O  2.1478  0.5927  2.2513
H  -1.7907  -0.3987  0.8421
H  -1.9348  -1.3305  2.1061
O  -1.8852  -0.4083  1.6945

Values from the calculation:
* HOMO level: -8.921 eV
* SMILES: C=C/C=C/C.O.O
* spin multiplicity: 1
* HOMO-LUMO gap: 9.4 eV



x:
C5H12O2 | wB97M-V/def2-TZVPD

Atoms and positions in Å:
C  2.2253  -1.0750  -0.6111
O  1.2802  -0.1635  -1.0597
C  0.5973  1.0577  1.4641
C  -0.3950  1.4024  0.5747
C  -1.6777  0.5789  0.4231
C  -1.3896  -0.2283  -0.8432
O  -2.2972  -1.3616  -0.8643
H  2.1192  -2.0205  -1.1512
H  2.0918  -1.3044  0.4612
H  3.2996  -0.8430  -0.8057
H  1.2102  1.8852  1.8206
H  0.6853  0.1759  2.0824
H  0.7219  0.6839  0.1634
H  -0.4027  2.3632  0.0732
H  -1.8164  -0.0114  1.3285
H  -2.5913  1.1964  0.3287
H  -0.3736  -0.6101  -0.6924
H  -1.5482  0.4147  -1.7191
H  -1.7392  -2.1407  -0.9732

Values from the calculation:
* HOMO level: -7.732 eV
* spin multiplicity: 1
* HOMO-LUMO gap: 7.4 eV



y:
C5H12O2 | wB97M-V/def2-TZVPD

Atoms and positions in Å:
C  1.5165  -2.6522  0.5597
C  0.2987  -2.3325  0.0748
C  -0.3803  -1.0693  0.0490
C  -0.9723  -0.3748  1.1343
C  -1.2946  1.1245  1.1167
H  1.9267  -3.5990  0.3122
H  2.1265  -1.9555  1.0774
H  -0.1772  -3.1833  -0.5144
H  -0.4374  -0.5430  -0.9604
H  -1.0567  -1.0153  1.9809
H  -1.6408  1.4657  2.1444
H  -2.1605  1.2259  0.4934
H  -0.4062  1.7464  0.8489
H  2.6024  -0.3663  0.1553
H  3.1088  0.9742  0.4404
O  2.8516  0.4535  -0.3097
H  -1.3008  3.8571  -2.7183
H  -2.5403  2.9567  -3.3334
O  -2.0641  3.2872  -2.5511

Values from the calculation:
* HOMO level: -8.794 eV
* SMILES: C=C/C=C/C.O.O
* spin multiplicity: 1
* HOMO-LUMO gap: 9.6 eV



z:
C5H12O2 | wB97M-V/def2-TZVPD

Atoms and positions in Å:
C  0.9110  2.5244  0.0070
C  0.8514  1.0795  0.4831
C  -0.2070  0.2573  -0.2489
O  0.0789  0.1496  -1.6306
C  -0.3720  -1.1194  0.4019
C  -1.5929  -1.8878  -0.1030
O  0.8481  -1.8073  0.1558
H  1.1071  2.5705  -1.0682
H  -0.0444  3.0284  0.1956
H  1.6958  3.0835  0.5270
H  1.8216  0.5818  0.3529
H  0.6292  1.0448  1.5572
H  -1.1745  0.7732  -0.1966
H  0.9183  -0.3288  -1.6938
H  -0.4877  -0.9514  1.4842
H  -1.4000  -2.9689  -0.0952
H  -2.4461  -1.7046  0.5591
H  -1.8683  -1.6015  -1.1231
H  0.7315  -2.7233  0.4354

Values from the calculation:
* HOMO level: -10.105 eV
* SMILES: CC[C@@H](O)[C@@H](C)O
* spin multiplicity: 1
* HOMO-LUMO gap: 10.9 eV



Stability check: which of them is most stable? z.



w:
C5H12O2 | wB97M-V/def2-TZVPD

Atoms and positions in Å:
C  -1.7092  1.8438  -0.8920
C  -1.3858  0.5351  -0.1903
C  0.0399  0.0421  -0.4650
O  0.9819  1.0928  -0.3958
C  0.4490  -1.0503  0.5308
C  1.7861  -1.6809  0.1766
O  0.5259  -0.3747  1.7887
H  -0.9484  2.6065  -0.6870
H  -1.7503  1.7149  -1.9802
H  -2.6777  2.2240  -0.5547
H  -1.5149  0.6439  0.8941
H  -2.0961  -0.2471  -0.5052
H  0.1027  -0.3596  -1.4849
H  1.0975  1.2540  0.5537
H  -0.3396  -1.8193  0.5699
H  2.5366  -0.8977  0.0303
H  2.1219  -2.3570  0.9731
H  1.7095  -2.2675  -0.7447
H  1.0712  -0.9030  2.3826

Values from the calculation:
* HOMO level: -10.056 eV
* SMILES: CC[C@@H](O)[C@@H](C)O
* spin multiplicity: 1
* HOMO-LUMO gap: 10.9 eV



x:
C5H12O2 | wB97M-V/def2-TZVPD

Atoms and positions in Å:
C  2.5995  -0.4579  0.5924
C  1.5649  0.0805  -0.3911
C  0.1368  -0.1030  0.1097
O  0.0314  0.5869  1.3382
C  -0.8859  0.4244  -0.9023
C  -2.3585  0.1950  -0.4992
O  -2.5633  0.0087  0.9061
H  3.6198  -0.3103  0.2217
H  2.5038  0.0479  1.5568
H  2.4543  -1.5320  0.7605
H  1.6687  -0.4161  -1.3643
H  1.7244  1.1542  -0.5565
H  -0.0351  -1.1885  0.2606
H  -0.9162  0.5909  1.5554
H  -0.7105  -0.0570  -1.8738
H  -0.6868  1.4952  -1.0303
H  -2.7786  -0.6638  -1.0371
H  -2.9664  1.0653  -0.7588
H  -2.4023  -0.9204  1.1122

Values from the calculation:
* HOMO level: -9.998 eV
* SMILES: CC[C@@H](O)CCO
* spin multiplicity: 1
* HOMO-LUMO gap: 10.8 eV



y:
C5H12O2 | wB97M-V/def2-TZVPD

Atoms and positions in Å:
C  -2.4144  1.0811  0.5855
C  -1.5759  0.5640  -0.5406
C  -0.0739  0.3380  0.1749
O  -0.1638  0.2606  1.5832
C  0.5409  -0.9171  -0.4685
C  2.0477  -0.9052  -0.6425
O  2.6326  -0.9703  0.6507
H  -3.3540  0.5617  0.7804
H  -1.7312  0.7835  1.4286
H  -2.5322  2.1691  0.6015
H  -1.3811  1.2344  -1.3905
H  -1.9150  -0.4156  -0.9044
H  0.4687  1.2716  -0.0499
H  0.8599  0.1682  1.3856
H  0.0810  -0.9867  -1.4569
H  0.2417  -1.8113  0.1011
H  2.3373  0.0268  -1.1519
H  2.3732  -1.7468  -1.2737
H  3.5585  -0.7061  0.5874

Values from the calculation:
* HOMO level: -10.057 eV
* SMILES: CC[C@@H](O)CCO
* spin multiplicity: 1
* HOMO-LUMO gap: 10.8 eV



Stability check: which of them is most stable? w.



w:
C5H13N2O | wB97M-V/def2-TZVPD

Atoms and positions in Å:
C  -0.0123  1.1429  -0.6856
N  0.1505  2.3125  0.2499
C  -0.2306  1.0814  2.9567
O  -1.2070  1.8375  2.6255
C  0.1677  -0.2073  -0.0134
C  -0.5337  -1.4167  -0.6772
C  -0.0242  -1.9479  -2.1097
N  1.5078  -2.5814  -1.6451
H  -1.0691  1.1776  -1.0506
H  0.5788  1.2270  -1.5603
H  1.1503  2.3343  0.7391
H  0.8032  1.3942  2.6595
H  -0.5133  2.1323  0.9834
H  1.2167  -0.3977  -0.1683
H  -0.2273  -0.1746  1.0032
H  -0.2840  -2.4163  -0.1366
H  -1.6034  -1.2834  -0.8187
H  -0.3830  -1.1785  -2.8489
H  1.1310  -1.5216  -2.1677
H  1.6778  -3.1838  -2.4279
H  -0.6322  -2.8417  -2.2684

Values from the calculation:
* HOMO level (spin up / spin down): 3.419 / 0.922 eV
* spin multiplicity: 2
* charge: -2
* HOMO-LUMO gap (spin up / spin down): 3.3 / 5.8 eV



x:
C5H13N2O | wB97M-V/def2-TZVPD

Atoms and positions in Å:
C  0.9631  0.2212  2.0721
C  1.8217  -0.7066  1.2096
C  3.1915  -0.4898  0.9990
N  1.0437  -1.7792  0.7521
H  0.6060  -0.2317  2.9791
H  0.0597  0.4323  1.4458
H  1.5111  1.1919  2.2822
H  3.7769  -1.2224  0.3833
H  3.6946  0.2587  1.5318
H  0.0107  -1.5204  0.3842
H  1.5916  -2.5067  0.2623
C  -0.9932  -0.1400  -0.9652
O  -1.2063  -0.9296  0.1266
C  -2.3116  0.7090  -1.2196
N  -2.1172  1.8470  -2.1737
H  -0.0964  0.5408  -0.8913
H  -0.8178  -0.7317  -1.9068
H  -3.0539  -0.0163  -1.6120
H  -2.7013  1.0924  -0.2565
H  -1.9847  1.5033  -3.1728
H  -2.9883  2.4776  -2.2304

Values from the calculation:
* HOMO level (spin up / spin down): 4.281 / -0.517 eV
* spin multiplicity: 2
* charge: -2
* HOMO-LUMO gap (spin up / spin down): 1.9 / 6.6 eV



Stability check: which of them is most stable? x.



w:
H8O4 | wB97M-V/def2-TZVPD

Atoms and positions in Å:
O  -1.5687  -2.8204  0.5163
H  -0.9518  -2.2952  1.0433
H  -1.0443  -3.5562  0.1895
O  -1.3133  1.3608  -0.7419
H  -1.6326  0.7641  -1.4250
H  -0.3527  1.4077  -0.8731
O  1.4649  1.9153  -1.0097
H  2.1073  2.0352  -1.7153
H  1.8385  2.3718  -0.2494
O  0.3421  -0.7541  1.4130
H  0.1519  -0.0362  0.7973
H  0.9586  -0.3928  2.0552

Values from the calculation:
* HOMO level: -10.758 eV
* SMILES: O.O.O.O
* spin multiplicity: 1
* HOMO-LUMO gap: 11.0 eV



x:
H8O4 | wB97M-V/def2-TZVPD

Atoms and positions in Å:
O  14.1248  12.2497  0.3127
H  14.8485  12.5571  -0.2332
H  14.4004  11.3829  0.6107
O  15.5784  12.4378  2.5309
H  15.0082  12.3799  3.2975
H  15.1964  11.8266  1.9010
O  17.5610  11.1893  2.5875
H  16.6240  11.2154  2.3936
H  17.6285  11.5047  3.4887
O  16.0062  13.7148  4.2473
H  16.2147  13.4130  3.3631
H  15.2002  14.2207  4.1443

Values from the calculation:
* HOMO level: -10.811 eV
* SMILES: O.O.O.O
* spin multiplicity: 1
* HOMO-LUMO gap: 11.0 eV



y:
H8O4 | wB97M-V/def2-TZVPD

Atoms and positions in Å:
O  -1.6779  1.7322  -1.3811
H  -0.8967  1.1805  -1.3416
H  -2.1471  1.4287  -2.1583
O  0.0810  -0.2557  -0.5838
H  0.8612  -0.1981  -0.0322
H  0.3693  -0.7398  -1.3575
O  -0.8884  -0.1337  1.4972
H  -0.9582  -0.5545  0.6403
H  -0.2844  0.5957  1.3579
O  1.5909  -0.7580  0.9815
H  2.1560  -0.6735  1.7495
H  1.7943  -1.6239  0.6280

Values from the calculation:
* HOMO level: -10.000 eV
* SMILES: O.O.O.O
* spin multiplicity: 1
* HOMO-LUMO gap: 10.1 eV



Stability check: which of them is most stable? w.



w:
H8O4 | wB97M-V/def2-TZVPD

Atoms and positions in Å:
O  -23.5736  8.4470  -3.4529
H  -23.2703  9.3270  -3.2036
H  -22.8056  8.0215  -3.8554
O  -25.9164  7.9865  -5.2060
H  -26.7104  8.4391  -4.9071
H  -25.2374  8.1997  -4.5506
O  -24.1788  6.1432  -1.4982
H  -24.0620  6.7069  -2.2756
H  -24.2360  6.7567  -0.7600
O  -22.1122  4.0365  -1.4843
H  -22.9382  4.5188  -1.6457
H  -22.2680  3.5515  -0.6690

Values from the calculation:
* HOMO level: -10.821 eV
* SMILES: O.O.O.O
* spin multiplicity: 1
* HOMO-LUMO gap: 11.0 eV



x:
H8O4 | wB97M-V/def2-TZVPD

Atoms and positions in Å:
O  -9.4607  25.1342  -2.9343
H  -9.2704  25.2588  -3.8387
H  -8.8130  24.4137  -2.7273
O  -9.6727  25.1449  1.0155
H  -9.7625  24.2602  0.6452
H  -10.0450  25.0620  1.8595
O  -4.6090  26.0173  -1.3464
H  -4.1668  25.9914  -2.2168
H  -5.5356  26.1988  -1.4530
O  -7.6282  25.8993  -1.0538
H  -8.3509  26.1325  -1.5676
H  -8.0094  25.5906  -0.2167

Values from the calculation:
* HOMO level: -10.736 eV
* SMILES: O.O.O.O
* spin multiplicity: 1
* HOMO-LUMO gap: 11.2 eV



Stability check: which of them is most stable? w.



w:
C21H26N2O4S | wB97M-V/def2-TZVPD

Atoms and positions in Å:
C  2.8180  1.4463  1.1706
C  2.6546  0.1055  1.8189
C  3.6898  -0.4519  2.5619
C  3.5369  -1.6947  3.1424
C  2.3569  -2.4058  2.9996
C  1.3181  -1.8600  2.2563
C  1.4767  -0.6059  1.6704
H  0.6575  -0.2030  1.0935
O  0.1062  -2.4581  2.0588
C  -0.0836  -3.7727  2.5360
C  -1.4286  -4.2617  2.0087
H  -2.1869  -3.5177  2.2606
H  -1.6896  -5.1934  2.5127
C  -1.3760  -4.5051  0.4986
C  -0.8862  -3.3031  -0.3003
O  0.1128  -3.3364  -0.9772
N  -1.7362  -2.2342  -0.2186
C  -1.6934  -1.0256  -0.9025
C  -0.7650  -0.7590  -1.9101
C  -0.8392  0.4282  -2.6155
C  -1.8162  1.3574  -2.3110
C  -2.7283  1.1152  -1.3004
C  -2.6680  -0.0710  -0.5969
H  -3.3892  -0.2728  0.1826
H  -3.4934  1.8486  -1.1009
S  -1.9654  2.8662  -3.2751
O  -3.2935  3.3709  -3.0840
O  -1.5050  2.5950  -4.6045
N  -0.9306  4.0123  -2.6375
C  -1.1584  4.3570  -1.2530
H  -0.9361  5.4208  -1.1249
H  -2.2063  4.1863  -1.0149
C  -0.1788  3.4951  -0.4361
H  -0.6776  2.5986  -0.0674
H  0.2048  4.0485  0.4195
C  0.9349  3.1260  -1.4332
H  1.0320  2.0445  -1.5178
H  1.8983  3.5323  -1.1304
C  0.4830  3.7414  -2.7715
H  0.9948  4.6914  -2.9529
H  0.6337  3.0946  -3.6333
H  -0.1604  0.6280  -3.4293
H  -0.0101  -1.4916  -2.1414
H  -2.4927  -2.3116  0.4465
H  -0.6897  -5.3267  0.2873
H  -2.3677  -4.7839  0.1343
H  0.7184  -4.4301  2.1761
H  -0.0837  -3.7796  3.6355
H  2.2626  -3.3705  3.4721
H  4.3427  -2.1228  3.7205
H  4.6146  0.0918  2.6843
H  3.1777  1.3216  0.1492
H  3.5418  2.0510  1.7117
H  1.8692  1.9747  1.1320

Values from the calculation:
* HOMO level: -8.659 eV
* SMILES: Cc1cccc(OCCCC(=O)Nc2ccc(S(=O)(=O)N3CCCC3)cc2)c1
* spin multiplicity: 1
* HOMO-LUMO gap: 9.1 eV



x:
C21H26N2O4S | wB97M-V/def2-TZVPD

Atoms and positions in Å:
C  5.8411  -0.8196  2.2202
C  4.6630  -1.3114  1.4387
C  4.4461  -0.8642  0.1386
C  3.3470  -1.2952  -0.5818
C  2.4581  -2.1768  0.0025
C  2.6569  -2.6413  1.2868
C  3.7579  -2.2048  2.0025
H  3.9184  -2.5623  3.0090
H  1.9552  -3.3401  1.7141
S  1.0490  -2.7728  -0.9279
O  1.2264  -4.1772  -1.1576
O  0.8407  -1.9320  -2.0687
N  -0.2382  -2.6279  0.1469
C  -0.6837  -1.3796  0.5729
C  -1.8149  -1.2498  1.3832
C  -2.2468  -0.0079  1.7996
C  -1.5646  1.1485  1.4300
C  -0.4302  1.0277  0.6384
C  -0.0032  -0.2185  0.2151
H  0.8581  -0.2750  -0.4253
H  0.1348  1.8928  0.3336
O  -2.1031  2.3273  1.8732
C  -1.4612  3.5365  1.5363
H  -0.4624  3.5876  1.9895
C  -1.2702  3.8363  0.0421
O  -0.2014  4.2922  -0.3323
N  -2.2956  3.6181  -0.7962
C  -3.6236  3.1549  -0.4642
H  -3.7488  3.0901  0.6143
C  -3.8893  1.7951  -1.1149
C  -3.6843  1.8887  -2.6244
C  -2.2850  2.4216  -2.9194
C  -2.0851  3.7668  -2.2241
H  -1.0717  4.1419  -2.3726
H  -2.7999  4.5017  -2.6120
H  -2.1405  2.5441  -3.9934
H  -1.5398  1.7130  -2.5523
H  -3.8151  0.9064  -3.0803
H  -4.4301  2.5628  -3.0540
H  -4.9082  1.4804  -0.8846
H  -3.2015  1.0568  -0.6987
H  -4.3411  3.8887  -0.8555
H  -2.0815  4.3223  1.9803
H  -3.1273  0.0864  2.4157
H  -2.3758  -2.1172  1.6886
C  -0.8611  -3.8341  0.6325
H  -0.3060  -4.6654  0.2046
H  -0.8171  -3.8857  1.7239
H  -1.9016  -3.9027  0.3057
H  3.1618  -0.9588  -1.5900
H  5.1443  -0.1737  -0.3107
H  6.7077  -0.6941  1.5756
H  6.0921  -1.5075  3.0233
H  5.6108  0.1498  2.6626

Values from the calculation:
* HOMO level: -8.000 eV
* SMILES: Cc1ccc(S(=O)(=O)N(C)c2ccc(OCC(=O)N3CCCCC3)cc2)cc1
* spin multiplicity: 1
* HOMO-LUMO gap: 8.6 eV



Stability check: which of them is most stable? w.